[1]
Below is C3H8N2 in the gas phase in a non-equilibrium geometry, with properties calculated with ωB97M-V/def2-TZVPD.

Output
ΔE to the lowest compared entry with this formula, charge and spin: 38.6 kcal per mole
SMILES: [H]/N=C\NCC
Electronic energy: -228.5872 Eh
HOMO energy: -9.2 eV

Last column: Mulliken charge in e.
Element x y z (Å)
N (-2.53, 0.40, -0.03)  -0.6776
N (-0.53, -0.90, -0.25)  -0.3019
C (0.85, -0.68, 0.15)  -0.5493
C (-1.49, -0.20, 0.45)  0.1513
C (1.29, 0.75, -0.03)  -0.9286
H (1.50, 0.89, -1.11)  0.2599
H (-1.28, -0.18, 1.55)  0.3422
H (-0.62, -0.96, -1.26)  0.2738
H (-2.53, 0.61, -1.07)  0.2036
H (0.63, 1.51, 0.33)  0.3295
H (0.94, -0.97, 1.24)  0.2739
H (1.51, -1.36, -0.44)  0.3091
H (2.27, 1.09, 0.46)  0.3141

[2]
Below is C3H8N2O in the gas phase in a non-equilibrium geometry, with properties calculated with ωB97M-V/def2-TZVPD.

Output
ΔE to the lowest compared entry with this formula, charge and spin: 47.3 kcal per mole
SMILES: [H]/N=C/NCCO
Electronic energy: -303.8168 Eh
HOMO energy: -8.7 eV

Last column: Mulliken charge in e.
Element x y z (Å)
O (0.32, -1.41, 0.85)  -0.5354
N (-0.24, 0.79, -0.77)  -0.2906
N (0.86, 2.05, 0.90)  -0.7715
C (-0.09, -1.64, -0.51)  -0.2300
C (-0.91, -0.46, -0.99)  -0.7353
C (0.03, 1.12, 0.51)  0.0878
H (-1.16, -0.43, -2.06)  0.3648
H (-0.58, -2.59, -0.77)  0.3203
H (0.78, -1.54, -1.14)  0.3046
H (0.75, 2.23, 1.87)  0.2513
H (-1.88, -0.45, -0.53)  0.2969
H (-0.72, 0.75, 1.17)  0.3568
H (1.27, -1.75, 1.03)  0.2999
H (0.55, 1.09, -1.32)  0.2803

[3]
Below is C3H8N2O in the gas phase, with properties calculated with ωB97M-V/def2-TZVPD.

Output
ΔE to the lowest compared entry with this formula, charge and spin: 85.0 kcal per mole
Electronic energy: -303.7567 Eh
HOMO energy: -6.9 eV

Last column: Mulliken charge in e.
Element x y z (Å)
O (-0.19, 0.05, -1.64)  -0.5610
N (-1.45, -0.41, 0.25)  -0.2312
N (0.95, -0.34, 0.30)  -0.1732
C (-2.45, 0.82, 0.44)  -0.7993
C (2.25, -0.12, -0.32)  -0.7775
C (-0.17, -0.20, -0.45)  0.4549
H (-2.23, 1.38, -0.48)  0.1715
H (2.16, -0.40, -1.38)  0.3024
H (-2.01, -1.03, -0.34)  0.3516
H (3.01, -0.75, 0.16)  0.3078
H (-2.01, 1.39, 1.28)  0.1345
H (-1.32, -0.87, 1.15)  0.3336
H (2.56, 0.93, -0.27)  0.2751
H (0.90, -0.45, 1.30)  0.2107

[4]
Below is a 2-piece molecular cluster, C3H8N2O overall in a non-equilibrium geometry, with properties calculated with ωB97M-V/def2-TZVPD.

Output
ΔE to the lowest compared entry with this formula, charge and spin: 106.4 kcal per mole
SMILES: C[NH2+][O-].CC#N
Electronic energy: -303.7226 Eh
HOMO energy: -8.1 eV

Last column: Mulliken charge in e.
Element x y z (Å)
O (-0.69, 0.33, 1.50)  -0.7153
N (-0.39, -1.18, -1.08)  -0.5256
N (0.35, -0.52, 1.64)  0.0656
C (-1.02, -0.42, -1.67)  0.4723
C (-1.57, 0.58, -2.54)  -0.8461
C (1.70, 0.01, 1.75)  -0.8443
H (-0.97, 0.73, -3.45)  0.2825
H (0.30, -1.09, 2.58)  0.3191
H (-2.55, 0.32, -2.82)  0.2826
H (-1.52, 1.60, -2.11)  0.2628
H (1.54, 1.10, 1.42)  0.3027
H (2.53, -0.50, 1.21)  0.2810
H (0.33, -1.04, 0.69)  0.3495
H (1.96, 0.09, 2.88)  0.3132

[5]
Below is C3H8N2O in the gas phase in a non-equilibrium geometry, with properties calculated with ωB97M-V/def2-TZVPD.

Output
ΔE to the lowest compared entry with this formula, charge and spin: 96.9 kcal per mole
SMILES: [H]/N=C(\N)[C@H](C)O
Electronic energy: -303.7377 Eh
HOMO energy: -8.0 eV

Last column: Mulliken charge in e.
Element x y z (Å)
O (1.52, 1.03, 0.76)  -0.5645
N (-1.17, -0.10, 1.57)  -0.4313
N (-2.11, 0.16, -0.60)  -0.6342
C (-1.21, 0.04, 0.25)  0.1988
C (0.52, 0.56, -0.15)  0.1182
C (1.08, -0.56, -1.02)  -1.3826
H (-2.52, -0.68, -0.98)  0.2448
H (-0.12, 0.34, 1.52)  0.4399
H (0.32, 1.43, -0.78)  0.2689
H (2.01, -0.25, -1.50)  0.3551
H (2.07, 0.28, 1.04)  0.3546
H (-2.04, 0.03, 2.09)  0.2909
H (0.38, -0.85, -1.81)  0.3768
H (1.29, -1.44, -0.41)  0.3645

[6]
Below is a 2-piece molecular cluster, C3H8N2O overall in a non-equilibrium geometry, with properties calculated with ωB97M-V/def2-TZVPD.

Output
ΔE to the lowest compared entry with this formula, charge and spin: 69.1 kcal per mole
SMILES: NNC=O.C=C
Electronic energy: -303.7820 Eh
HOMO energy: -9.4 eV

Last column: Mulliken charge in e.
Element x y z (Å)
O (2.06, 0.40, 1.83)  -0.5790
N (0.75, 1.97, -1.07)  -0.5762
N (1.61, 1.27, -0.22)  -0.0410
C (-1.38, -2.10, 0.63)  -0.5065
C (-1.99, -1.54, -0.42)  -0.4663
C (1.26, 0.61, 0.95)  0.1041
H (-1.93, -2.73, 1.31)  0.2276
H (-0.31, -2.12, 0.76)  0.2670
H (1.27, 2.16, -1.93)  0.2425
H (0.45, 2.87, -0.70)  0.2364
H (2.59, 1.53, -0.29)  0.2474
H (0.17, 0.49, 1.02)  0.3612
H (-1.51, -1.08, -1.26)  0.2507
H (-3.03, -1.75, -0.61)  0.2322

[7]
Below is C3H8N2O in the gas phase in a non-equilibrium geometry, with properties calculated with ωB97M-V/def2-TZVPD.

Output
ΔE to the lowest compared entry with this formula, charge and spin: 23.5 kcal per mole
SMILES: CNC(=O)CN
Electronic energy: -303.8547 Eh
HOMO energy: -9.1 eV

Last column: Mulliken charge in e.
Element x y z (Å)
O (-1.27, 0.62, 1.01)  -0.6048
N (1.79, 1.64, 0.48)  -0.5302
N (-0.40, -0.49, -0.73)  -0.1821
C (-1.58, -1.33, -0.97)  -0.8185
C (-0.29, 0.23, 0.42)  0.5932
C (1.12, 0.43, 0.97)  -0.6707
H (1.76, -0.44, 0.81)  0.2785
H (-2.50, -0.93, -0.58)  0.2962
H (-1.40, -2.33, -0.56)  0.2773
H (0.97, 0.47, 2.05)  0.3246
H (1.60, 1.77, -0.50)  0.2381
H (0.35, -0.63, -1.38)  0.2375
H (-1.66, -1.47, -2.05)  0.3013
H (1.52, 2.44, 1.03)  0.2597

[8]
Below is C3H8N2O in the gas phase in a non-equilibrium geometry, with properties calculated with ωB97M-V/def2-TZVPD.

Output
ΔE to the lowest compared entry with this formula, charge and spin: 100.1 kcal per mole
SMILES: C=NNOCC
Electronic energy: -303.7326 Eh
HOMO energy: -8.5 eV

Last column: Mulliken charge in e.
Element x y z (Å)
O (-0.96, -0.44, 0.87)  -0.2809
N (1.03, 0.78, 0.52)  -0.2571
N (-0.36, 0.83, 0.75)  -0.1764
C (-0.55, -1.34, -0.15)  -0.1724
C (-0.92, -0.86, -1.55)  -0.9803
C (1.80, 1.60, 1.09)  -0.3432
H (1.44, 2.32, 1.82)  0.2164
H (2.82, 1.66, 0.77)  0.2550
H (0.54, -1.46, -0.08)  0.2519
H (-0.30, 0.00, -1.82)  0.2763
H (-1.08, -2.26, 0.11)  0.3071
H (-1.97, -0.55, -1.58)  0.2699
H (-0.72, 1.38, 1.52)  0.2736
H (-0.76, -1.66, -2.27)  0.3601

[9]
Below is a 2-piece molecular cluster, C3H8N2O overall in a non-equilibrium geometry, with properties calculated with ωB97M-V/def2-TZVPD.

Output
ΔE to the lowest compared entry with this formula, charge and spin: 92.4 kcal per mole
SMILES: [H]/N=C\N.C=CO
Electronic energy: -303.7449 Eh
HOMO energy: -8.5 eV

Last column: Mulliken charge in e.
Element x y z (Å)
O (-0.81, 1.09, -0.85)  -0.5811
N (1.81, 1.30, 0.08)  -0.7732
N (1.29, -1.02, 0.41)  -0.4637
C (-1.92, 0.42, -0.58)  0.1050
C (2.05, 0.10, 0.47)  0.1955
C (-2.03, -0.74, 0.09)  -0.9017
H (-2.75, 1.01, -0.95)  0.3965
H (-1.32, -0.95, 0.87)  0.3893
H (-2.86, -1.38, -0.13)  0.2363
H (0.15, 1.08, -0.60)  0.3788
H (1.76, -1.78, -0.09)  0.2606
H (3.07, -0.16, 0.76)  0.3272
H (1.21, 1.99, 0.49)  0.3228
H (0.36, -0.95, 0.03)  0.1078

[10]
Below is C3H8N2O in the gas phase, with properties calculated with ωB97M-V/def2-TZVPD.

Output
ΔE to the lowest compared entry with this formula, charge and spin: 2.0 kcal per mole
SMILES: CCNC(N)=O
Electronic energy: -303.8890 Eh
HOMO energy: -9.6 eV

Last column: Mulliken charge in e.
Element x y z (Å)
O (0.48, 2.17, 0.12)  -0.6366
N (-1.52, 1.04, 0.18)  -0.5288
N (0.52, -0.08, 0.33)  -0.2027
C (-0.13, 1.11, 0.21)  0.5115
C (-0.03, -1.42, 0.15)  -0.3076
C (0.71, -2.17, -0.95)  -1.1921
H (1.53, 0.02, 0.28)  0.2396
H (-1.90, 0.39, 0.86)  0.2172
H (-1.05, -1.28, -0.21)  0.3450
H (0.08, -2.97, -1.35)  0.3386
H (1.66, -2.63, -0.66)  0.3197
H (-0.07, -1.96, 1.09)  0.2492
H (0.89, -1.50, -1.79)  0.3514
H (-1.92, 1.96, 0.31)  0.2956

[11]
Below is C3H8N2O in the gas phase in a non-equilibrium geometry, with properties calculated with ωB97M-V/def2-TZVPD.

Output
ΔE to the lowest compared entry with this formula, charge and spin: 70.2 kcal per mole
SMILES: CN(C)NC=O
Electronic energy: -303.7803 Eh
HOMO energy: -8.5 eV

Last column: Mulliken charge in e.
Element x y z (Å)
O (-1.75, -1.17, 0.01)  -0.4947
N (0.69, 0.18, 0.02)  0.2255
N (-0.54, 0.81, -0.17)  -0.3449
C (1.71, 0.34, -0.94)  -0.7715
C (-1.63, -0.02, -0.35)  -0.0435
C (1.05, -0.22, 1.37)  -0.7437
H (-0.70, 1.80, -0.20)  0.2021
H (0.22, -0.92, 1.79)  0.2200
H (1.43, -0.05, -1.98)  0.2771
H (2.00, -0.84, 1.33)  0.2566
H (2.08, 1.38, -1.05)  0.2682
H (2.55, -0.35, -0.59)  0.2355
H (-2.42, 0.31, -0.95)  0.4323
H (0.95, 0.54, 2.18)  0.2812

[12]
Below is C3H8N2O in the gas phase, with properties calculated with ωB97M-V/def2-TZVPD.

Output
ΔE to the lowest compared entry with this formula, charge and spin: 6.9 kcal per mole
SMILES: CN(C)C(N)=O
Electronic energy: -303.8811 Eh
HOMO energy: -9.3 eV

Last column: Mulliken charge in e.
Element x y z (Å)
O (1.22, -1.77, -0.26)  -0.6128
N (-0.24, -0.08, 0.21)  -0.0062
N (2.04, 0.35, -0.08)  -0.5089
C (-0.63, 1.25, -0.21)  -0.8807
C (-1.32, -1.05, 0.20)  -0.9058
C (1.01, -0.59, -0.06)  0.5608
H (-1.43, 1.62, 0.43)  0.3176
H (-1.64, -1.29, -0.82)  0.3215
H (2.94, -0.12, -0.08)  0.2710
H (-0.98, -1.97, 0.68)  0.3086
H (0.20, 1.95, -0.15)  0.3216
H (1.99, 1.07, 0.63)  0.2188
H (-0.99, 1.25, -1.25)  0.2978
H (-2.17, -0.63, 0.75)  0.2968

[13]
Below is C3H8N2O in the gas phase in a non-equilibrium geometry, with properties calculated with ωB97M-V/def2-TZVPD.

Output
ΔE to the lowest compared entry with this formula, charge and spin: 16.4 kcal per mole
SMILES: NCCC(N)=O
Electronic energy: -303.8660 Eh
HOMO energy: -8.7 eV

Last column: Mulliken charge in e.
Element x y z (Å)
O (-0.77, -0.97, -1.38)  -0.6533
N (-1.05, -0.94, 1.37)  -0.5232
N (0.34, 0.85, -2.08)  -0.3892
C (0.02, -0.09, -1.13)  0.5143
C (0.83, 0.00, 0.17)  -0.4434
C (-0.06, 0.09, 1.38)  -0.4980
H (0.58, -0.05, 2.25)  0.2658
H (1.40, 0.89, 0.07)  0.2875
H (-0.44, 1.10, 1.53)  0.3025
H (-1.47, -1.14, 0.47)  0.2409
H (1.31, -0.98, 0.19)  0.2654
H (0.08, 0.59, -3.01)  0.2501
H (-1.79, -0.91, 2.03)  0.1862
H (1.01, 1.56, -1.86)  0.1943

[14]
Below is a 2-piece molecular cluster, C3H8N2O overall in a non-equilibrium geometry, with properties calculated with ωB97M-V/def2-TZVPD.

Output
ΔE to the lowest compared entry with this formula, charge and spin: 118.4 kcal per mole
Electronic energy: -303.7034 Eh
HOMO energy: -8.0 eV

Last column: Mulliken charge in e.
Element x y z (Å)
O (-0.74, 4.34, -1.14)  -0.3783
N (-0.27, -0.94, -1.07)  0.1918
N (0.53, 0.02, -0.57)  -0.6632
C (0.97, -0.19, 0.77)  -0.9289
C (-0.81, -2.06, -0.68)  -0.4105
C (-0.60, 3.29, -0.65)  0.1084
H (-0.27, 3.25, 0.47)  0.1160
H (-1.41, -2.53, -1.37)  0.2866
H (-0.61, -2.39, 0.28)  0.3038
H (-0.51, -0.60, -1.98)  0.2645
H (1.49, 0.72, 1.19)  0.2860
H (-0.49, 2.31, -1.05)  0.1439
H (1.63, -1.03, 0.94)  0.3766
H (0.02, -0.04, 1.46)  0.3034

[15]
Below is a 2-piece molecular cluster, C3H8N2O overall in a non-equilibrium geometry, with properties calculated with ωB97M-V/def2-TZVPD.

Output
ΔE to the lowest compared entry with this formula, charge and spin: 92.5 kcal per mole
SMILES: [H]/N=C\N.CC=O
Electronic energy: -303.7448 Eh
HOMO energy: -9.2 eV

Last column: Mulliken charge in e.
Element x y z (Å)
O (-0.97, -1.51, 1.05)  -0.6127
N (-0.22, 0.49, -1.84)  -0.6084
N (-0.98, 1.79, 0.00)  -0.4492
C (-0.68, 0.64, -0.66)  0.2251
C (1.34, -1.37, 0.32)  -0.9598
C (0.12, -0.82, 0.98)  0.2029
H (1.08, -1.81, -0.64)  0.2784
H (2.09, -0.59, 0.18)  0.3173
H (-1.60, 1.73, 0.80)  0.2292
H (-1.09, -0.44, -0.03)  0.2592
H (-1.03, 2.66, -0.52)  0.2110
H (0.30, -0.02, 1.71)  0.3688
H (-0.09, 1.39, -2.32)  0.1879
H (1.73, -2.14, 0.98)  0.3503

[16]
Below is a 2-piece molecular cluster, C3H8N2O overall in a non-equilibrium geometry, with properties calculated with ωB97M-V/def2-TZVPD.

Output
Multiplicity: 2
ΔE to the lowest compared entry with this formula, charge and spin: 122.5 kcal per mole
Electronic energy: -303.3512 Eh
HOMO energy (spin up / spin down): -15.4 / -15.4 eV
Total charge: +1

Last column: Mulliken charge in e.
Element x y z (Å)
O (-0.52, 1.41, -0.88)  -0.4336
N (0.28, -0.34, 0.30)  -0.1040
N (-0.73, -2.36, 0.63)  -0.4794
C (-0.56, -1.39, -0.37)  -0.1403
C (0.16, 1.04, 0.10)  0.7239
C (0.84, 1.88, 0.98)  -0.4563
H (0.34, -0.58, 1.30)  0.3090
H (1.71, 0.30, -3.03)  -0.1011
H (2.46, 0.24, -2.88)  0.1045
H (0.03, -1.65, -1.25)  0.3623
H (0.86, 2.94, 0.75)  0.3173
H (1.39, 1.47, 1.82)  0.2906
H (-1.51, -0.89, -0.59)  0.3205
H (-0.61, -3.36, 0.43)  0.2866

[17]
Below is a 3-piece molecular cluster, C3H8N2O2 overall in a non-equilibrium geometry, with properties calculated with ωB97M-V/def2-TZVPD.

Output
ΔE to the lowest compared entry with this formula, charge and spin: 29.5 kcal per mole
SMILES: c1c[nH]cn1.O.O
Electronic energy: -379.0940 Eh
HOMO energy: -9.3 eV

Last column: Mulliken charge in e.
Element x y z (Å)
O (4.13, 0.31, 0.14)  -0.6370
O (1.61, -0.80, 0.24)  -0.7405
N (-1.25, 0.88, 0.78)  -0.5024
N (-1.65, 0.04, -1.19)  -0.0989
C (-1.88, -0.96, -0.30)  -0.2171
C (-1.32, 1.18, -0.50)  -0.1698
C (-1.66, -0.39, 0.95)  -0.3645
H (-1.24, 2.12, -1.00)  0.3464
H (-2.11, 0.07, -2.09)  0.2604
H (1.83, -1.49, -0.41)  0.3068
H (0.80, -0.34, 0.00)  0.4008
H (3.20, 0.18, 0.33)  0.3689
H (-1.51, -0.87, 1.91)  0.3418
H (4.41, 0.99, 0.76)  0.3152
H (-2.14, -1.95, -0.59)  0.3900